No. 1
{
  "formula": "C3NO3S",
  "method": "the ωB97M-V functional and the def2-TZVPD basis",
  "total_energy_ev": -21580.8491,
  "e_above_lowest_kcal_mol": 2.0,
  "charge": -1,
  "orbital_gap_ha": 0.30206,
  "homo_ha": -0.1698,
  "spin_multiplicity": 1,
  "max_force_ev_per_a": 3.2,
  "species": ["O", "C", "O", "C", "O", "N", "C", "S"],
  "positions_angstrom": [[0.56363, 2.32896, -0.01932], [0.23074, 1.15139, 0.03282], [-1.05322, 0.76685, -0.01222], [-1.17565, -0.80233, -0.04273], [-2.29142, -1.20272, 0.03845], [0.05972, -1.27579, -0.06278], [1.02789, -0.39408, 0.06151], [2.63831, -0.57228, 0.00427]],
  "atomic_forces_ev_per_a": [[0.10, -2.41, 0.27], [-0.31, -0.64, -0.21], [0.04, -0.33, -0.05], [0.66, 2.58, 0.80], [0.31, -0.35, -0.39], [-0.01, -1.55, 0.15], [-1.38, 2.74, -0.80], [0.58, -0.03, 0.23]]
}


No. 2
{
  "formula": "C6H8N2",
  "method": "the ωB97M-V functional and the def2-TZVPD basis",
  "total_energy_ev": -9325.3306,
  "e_above_lowest_kcal_mol": 147.1,
  "orbital_gap_ha": 0.26999,
  "homo_ha": -0.2389,
  "spin_multiplicity": 1,
  "max_force_ev_per_a": 3.1,
  "species": ["C", "C", "C", "C", "C", "C", "H", "H", "H", "H", "H", "H", "H", "H", "N", "N"],
  "positions_angstrom": [[1.36154, 1.12407, 0.01566], [-1.39523, 1.06375, -0.01750], [-1.48598, -1.20589, 0.25025], [1.45477, -1.20489, 0.33473], [-0.02787, -0.80512, -0.01984], [-0.02519, 0.64728, 0.38485], [3.17719, -0.01543, -0.31767], [1.89233, 2.10938, -0.24156], [-1.78961, 2.07443, -0.12918], [-3.26767, 0.15683, -0.02526], [-1.86116, -2.17532, -0.31758], [2.06982, -1.97798, -0.24373], [-0.03817, -0.62235, -1.20021], [-0.00750, 0.86309, 1.54513], [2.12948, -0.02292, -0.00759], [-2.18676, -0.00893, -0.01048]],
  "atomic_forces_ev_per_a": [[2.29, -0.79, -1.90], [-0.30, 0.80, -0.87], [-0.53, -1.83, -1.23], [0.74, -0.20, -2.20], [0.46, 0.25, -1.29], [0.48, 1.91, 2.06], [-2.79, 0.00, 1.12], [-1.36, -1.63, 0.70], [0.02, -0.46, 0.32], [2.89, -0.97, -0.17], [0.42, 2.24, 1.47], [-1.55, 0.25, 1.12], [0.28, -0.39, 1.16], [-0.24, -1.16, -0.97], [-0.55, 1.92, 0.20], [-0.28, 0.06, 0.49]]
}


No. 3
{
  "formula": "C5H3N",
  "method": "the ωB97M-V functional and the def2-TZVPD basis",
  "total_energy_ev": -6717.0145,
  "e_above_lowest_kcal_mol": 85.5,
  "orbital_gap_ha": 0.32240,
  "homo_ha": -0.3015,
  "spin_multiplicity": 1,
  "max_force_ev_per_a": 3.2,
  "species": ["N", "C", "C", "C", "C", "C", "H", "H", "H"],
  "positions_angstrom": [[-2.11140, 0.86556, 1.48873], [-1.20069, 0.55601, 0.75896], [-0.08347, 0.23830, 0.06246], [1.31203, 0.17398, 0.34993], [1.72910, -0.36108, -0.87108], [0.41082, -0.82480, -0.87327], [-2.70670, 1.77851, 1.43879], [2.65284, -0.60754, -1.49017], [-0.00253, -1.81894, -0.86435]],
  "atomic_forces_ev_per_a": [[-1.59, 1.79, 0.14], [2.04, -0.09, -0.86], [-3.21, -0.36, 0.04], [2.11, -0.16, 0.53], [0.88, -0.18, -1.63], [-0.61, 1.29, 0.65], [1.63, -2.13, -0.32], [-1.39, 0.33, 1.52], [0.14, -0.50, -0.06]]
}


No. 4
{
  "formula": "C2H10NOS2",
  "method": "the ωB97M-V functional and the def2-TZVPD basis",
  "total_energy_ev": -27437.8017,
  "e_above_lowest_kcal_mol": 11.3,
  "charge": 1,
  "orbital_gap_ha": 0.32175,
  "homo_ha": -0.4495,
  "spin_multiplicity": 1,
  "max_force_ev_per_a": 1.5,
  "species": ["N", "C", "C", "S", "S", "H", "H", "H", "H", "H", "H", "H", "H", "H", "H", "O"],
  "positions_angstrom": [[-0.19040, -1.16556, 1.00846], [-0.66479, 0.26790, 0.92401], [0.03713, 0.95103, -0.24147], [-0.00277, 2.72584, -0.31405], [-1.52890, 3.03284, -1.69558], [0.54269, -1.33059, 0.29982], [0.21069, -1.41473, 1.91432], [-0.89216, -1.83921, 0.71135], [-1.73420, 0.22372, 0.77534], [-0.45009, 0.74011, 1.85999], [-0.29602, 0.44814, -1.15296], [1.09026, 0.65230, -0.20088], [-2.28864, 3.70439, -0.82667], [1.87215, -2.84939, -1.58657], [2.57824, -1.87728, -0.64378], [1.71681, -2.26950, -0.83134]],
  "atomic_forces_ev_per_a": [[0.50, -0.08, -0.62], [-0.29, 0.06, -0.29], [0.49, -1.46, -0.05], [-0.23, 0.26, -0.45], [0.32, 0.11, 0.34], [0.28, -0.13, -0.01], [-0.32, -0.09, -0.05], [-0.33, -0.08, 0.49], [-0.25, 0.18, 0.08], [0.10, 0.26, 0.52], [-0.19, 0.52, -0.22], [0.18, 0.33, 0.18], [-0.32, -0.03, -0.02], [-0.16, 0.00, 0.02], [0.07, -0.11, -0.10], [0.14, 0.27, 0.19]]
}